Record 1
A 2-piece molecular cluster, C4H7NO overall at a distorted geometry. Source: the Open Molecules 2025 dataset; level of theory: ωB97M-V with the def2-TZVPD basis set.

Summary:
DFT total energy = -7794.85835 eV
frontier orbital gap (spin up / spin down) = 8.03 / 7.99 eV
E_HOMO (spin up / spin down) = -7.954 / -7.926 eV
ΔE to the lowest compared entry with this formula, charge and spin = 461.78 kJ/mol

Geometry as XYZ:
```
13
Properties=species:S:1:pos:R:3:lowdin_charge:R:1
C 0.451 1.146 1.547 -0.11
O 0.184 1.024 0.221 -0.11
C -0.626 0.194 -0.307 -0.21
C -0.630 0.012 -1.779 -0.04
C 1.057 -1.613 0.825 -0.12
N 1.079 -2.662 0.336 0.05
H 1.012 2.052 1.736 0.06
H 1.094 -0.618 1.349 0.01
H -0.396 0.913 2.193 0.07
H -1.331 -0.318 0.349 0.14
H -1.573 0.356 -2.220 0.08
H 0.197 0.566 -2.230 0.09
H -0.517 -1.052 -2.019 0.08
```

Record 2
C29H38N5O3PSTl as an isolated structure. Source: the Open Molecules 2025 dataset; level of theory: ωB97M-V with the def2-TZVPD basis set.

Summary:
DFT total energy = -69091.88649 eV
frontier orbital gap = 7.31 eV
E_HOMO = -10.885 eV
total charge = +1
ΔE to the lowest compared entry with this formula, charge and spin = 0.00 kJ/mol

Geometry as XYZ:
```
78
Properties=species:S:1:pos:R:3:lowdin_charge:R:1
Tl 0.178 -1.400 0.098 0.74
O 0.551 -1.827 2.348 -0.27
N -0.273 -2.734 2.859 -0.20
C -0.455 -2.685 4.200 0.00
C -1.261 -3.583 4.838 -0.03
C -1.916 -4.553 4.079 -0.04
C -1.737 -4.575 2.718 -0.07
C -0.896 -3.655 2.082 -0.62
S -0.640 -3.717 0.365 0.70
H 0.092 -1.891 4.685 0.14
H -1.374 -3.520 5.910 0.12
H -2.565 -5.276 4.553 0.12
H -2.238 -5.305 2.099 0.12
O 7.354 -1.631 -1.965 0.09
N 6.603 -1.652 -2.917 -0.33
O 6.956 -1.725 -4.069 0.10
C 5.135 -1.681 -2.653 -0.05
C 4.364 -1.746 -3.748 0.08
C 2.938 -1.785 -3.641 -0.11
C 2.098 -1.862 -4.766 0.03
C 0.741 -1.898 -4.591 -0.01
C 0.238 -1.870 -3.284 -0.09
N 1.013 -1.814 -2.222 0.05
C 2.347 -1.754 -2.382 -0.13
C 3.186 -1.644 -1.199 -0.12
N 2.560 -1.556 -0.004 0.05
C 3.264 -1.480 1.108 -0.08
C 4.658 -1.479 1.094 0.00
C 5.318 -1.544 -0.103 0.04
C 4.586 -1.626 -1.309 -0.04
H 4.834 -1.770 -4.722 0.14
H 2.534 -1.888 -5.757 0.13
H 0.062 -1.951 -5.429 0.12
H -0.831 -1.892 -3.101 0.13
H 2.700 -1.427 2.030 0.11
H 5.205 -1.418 2.023 0.12
H 6.393 -1.532 -0.130 0.11
C 0.102 1.628 2.511 -0.09
C -0.542 2.565 1.476 -0.59
C 0.624 3.389 0.898 -0.09
C -1.492 3.517 2.213 -0.07
P -1.313 1.561 0.077 0.87
N -0.328 0.459 -0.454 -0.35
C -2.949 0.828 0.661 -0.59
C -3.384 -0.317 -0.271 -0.09
C -2.746 0.185 2.044 -0.09
C -4.109 1.827 0.769 -0.07
C -1.621 2.681 -1.397 -0.59
C -2.267 4.034 -1.072 -0.07
C -2.517 1.936 -2.401 -0.09
C -0.292 2.919 -2.134 -0.09
H 0.731 2.236 3.166 0.09
H 0.746 0.884 2.048 0.05
H -0.619 1.115 3.142 0.06
H 1.192 3.802 1.734 0.09
H 0.287 4.229 0.297 0.06
H 1.298 2.774 0.302 0.08
H -0.903 4.119 2.910 0.10
H -2.238 2.987 2.804 0.07
H -2.011 4.207 1.552 0.07
H -2.595 -1.054 -0.410 0.03
H -3.708 0.024 -1.249 0.06
H -4.230 -0.828 0.195 0.09
H -1.891 -0.497 2.067 0.05
H -3.638 -0.403 2.276 0.09
H -2.624 0.917 2.837 0.07
H -4.429 2.203 -0.200 0.07
H -3.879 2.678 1.406 0.07
H -4.967 1.313 1.212 0.10
H -3.210 3.949 -0.536 0.07
H -2.477 4.542 -2.017 0.10
H -1.608 4.686 -0.504 0.07
H -3.551 1.853 -2.075 0.06
H -2.128 0.940 -2.619 0.07
H -2.518 2.506 -3.332 0.09
H 0.387 3.576 -1.601 0.06
H -0.528 3.399 -3.086 0.09
H 0.221 1.976 -2.334 0.07
```

Record 3
One molecule with the formula C2H2BrN. Source: the Open Molecules 2025 dataset; level of theory: ωB97M-V with the def2-TZVPD basis set.

Summary:
DFT total energy = -73636.02737 eV
frontier orbital gap = 8.64 eV
E_HOMO = -8.139 eV
ΔE to the lowest compared entry with this formula, charge and spin = 206.99 kJ/mol

Geometry as XYZ:
```
6
Properties=species:S:1:pos:R:3:lowdin_charge:R:1
C 1.198 -0.623 -0.791 0.07
C -0.600 0.183 0.662 -0.64
N 0.358 -0.067 -0.126 -0.16
Br -2.395 0.202 0.042 0.64
H 1.879 -0.153 -1.474 0.03
H -0.440 0.459 1.688 0.06
```

Record 4
A 2-piece molecular cluster, C2H2O2S overall. Source: the Open Molecules 2025 dataset; level of theory: ωB97M-V with the def2-TZVPD basis set.

Summary:
DFT total energy = -17033.86161 eV
frontier orbital gap = 9.21 eV
E_HOMO = -10.567 eV
ΔE to the lowest compared entry with this formula, charge and spin = 208.71 kJ/mol

Geometry as XYZ:
```
7
Properties=species:S:1:pos:R:3:lowdin_charge:R:1
C -0.779 0.290 0.098 0.01
C 0.262 -0.270 -0.066 0.00
O 3.192 1.126 -0.292 -0.44
O 3.890 -1.195 -0.166 -0.44
S 4.136 0.171 0.205 0.88
H -1.697 0.769 0.275 0.01
H 1.164 -0.772 -0.255 -0.01
```

Record 5
An isolated ion of composition C2H4NO2 and charge +1 at a distorted geometry. Source: the Open Molecules 2025 dataset; level of theory: ωB97M-V with the def2-TZVPD basis set.

Summary:
DFT total energy = -7709.89144 eV
frontier orbital gap = 10.66 eV
E_HOMO = -18.545 eV
total charge = +1
SMILES = C[C@@H]1O[N+]1=O
ΔE to the lowest compared entry with this formula, charge and spin = 585.16 kJ/mol

Geometry as XYZ:
```
9
Properties=species:S:1:pos:R:3:lowdin_charge:R:1
C -0.133 0.221 -0.462 -0.13
C 1.087 -0.211 0.341 0.06
N -1.377 -0.148 -0.062 -0.09
O -2.260 -0.884 0.040 0.38
O -1.084 1.188 0.270 0.22
H 0.102 0.443 -1.556 0.22
H 1.817 0.598 0.195 0.13
H 1.236 -1.092 -0.141 0.07
H 0.612 -0.116 1.375 0.14
```

Record 6
One molecule with the formula C3H11OP3 at a distorted geometry. Source: the Open Molecules 2025 dataset; level of theory: ωB97M-V with the def2-TZVPD basis set.

Summary:
DFT total energy = -33201.22307 eV
frontier orbital gap = 9.32 eV
E_HOMO = -8.517 eV
SMILES = CCCOP(P)#[PH2]
ΔE to the lowest compared entry with this formula, charge and spin = 122.34 kJ/mol

Geometry as XYZ:
```
18
Properties=species:S:1:pos:R:3:lowdin_charge:R:1
C -0.101 -0.127 -2.882 -0.14
C 0.523 0.326 -1.604 -0.28
C -0.547 0.571 -0.488 -0.39
O 0.043 1.038 0.705 -0.56
P -0.185 0.846 3.545 0.51
P -0.594 -1.867 1.680 0.48
P 0.854 -0.166 1.898 0.42
H -1.068 0.347 -2.774 0.05
H 0.324 0.327 -3.863 0.11
H -0.313 -1.168 -2.876 0.06
H 1.004 1.339 -1.760 0.12
H 1.331 -0.403 -1.237 0.12
H -1.247 1.325 -0.860 0.11
H -1.279 -0.315 -0.416 0.08
H 0.104 1.912 2.696 -0.16
H 0.976 1.009 4.274 -0.19
H -0.070 -2.150 2.938 -0.20
H 0.246 -2.843 1.023 -0.15
```

Record 7
C5H8O as an isolated structure. Source: the Open Molecules 2025 dataset; level of theory: ωB97M-V with the def2-TZVPD basis set.

Summary:
DFT total energy = -7359.92178 eV
frontier orbital gap = 10.15 eV
E_HOMO = -9.013 eV
ΔE to the lowest compared entry with this formula, charge and spin = 225.15 kJ/mol

Geometry as XYZ:
```
14
Properties=species:S:1:pos:R:3:lowdin_charge:R:1
C -1.842 -0.026 0.397 0.00
C -0.354 0.010 0.173 -0.45
C 0.278 0.881 -0.876 -0.05
C 0.774 -0.523 -0.708 -0.14
C 1.579 -0.520 0.582 -0.14
O 0.440 -0.082 1.353 -0.06
H -2.230 -0.983 0.756 0.08
H -2.056 0.726 1.170 0.09
H -2.392 0.275 -0.499 0.08
H 0.943 1.709 -0.640 0.11
H -0.368 1.026 -1.739 0.11
H 0.883 -1.237 -1.519 0.13
H 2.375 0.233 0.644 0.12
H 1.970 -1.489 0.908 0.12
```

Record 8
C25H16F6N4O10S3Ti as an isolated structure at a distorted geometry. Source: the Open Molecules 2025 dataset; level of theory: ωB97M-V with the def2-TZVPD basis set.

Summary:
DFT total energy = -124549.23927 eV
frontier orbital gap = 4.82 eV
E_HOMO = -1.645 eV
total charge = -2
ΔE to the lowest compared entry with this formula, charge and spin = 0.00 kJ/mol

Geometry as XYZ:
```
65
Properties=species:S:1:pos:R:3:lowdin_charge:R:1
Ti -0.014 0.264 0.523 1.04
O -3.910 1.519 0.237 0.08
C -2.822 1.048 -0.019 -0.55
O -1.861 0.835 0.829 -0.17
C -2.471 0.594 -1.414 -0.17
C -3.423 0.431 -2.407 0.00
C -3.004 -0.071 -3.626 -0.06
C -1.662 -0.378 -3.802 -0.04
C -0.776 -0.167 -2.758 -0.11
N -1.188 0.313 -1.586 0.08
H -4.452 0.677 -2.190 0.12
H -3.715 -0.232 -4.427 0.10
H -1.294 -0.778 -4.737 0.10
H 0.280 -0.387 -2.837 0.10
F 2.823 5.274 -2.208 -0.10
C 1.998 4.928 -1.123 -0.43
F 2.825 5.299 -0.031 -0.11
F 1.084 6.025 -1.128 -0.13
S 1.765 1.918 -1.540 0.86
O 0.817 1.767 -0.269 -0.61
O 0.928 2.006 -2.721 -0.45
N 2.182 0.098 -1.518 -0.37
S 2.891 -0.118 -0.185 0.56
O 3.878 0.849 0.235 -0.31
O 1.918 -0.408 0.929 -0.45
C 3.898 -1.711 -0.239 -0.66
F 5.163 -1.427 0.105 0.11
F 3.463 -2.631 0.612 0.13
F 3.932 -2.229 -1.469 0.11
C -0.333 3.775 1.114 -0.02
C 0.507 3.062 2.123 -0.26
C 1.382 3.858 2.912 0.00
C 2.109 3.293 3.906 0.00
C 1.939 1.919 4.201 -0.16
C 2.580 1.280 5.286 -0.07
C 2.330 -0.042 5.532 -0.11
C 1.442 -0.768 4.718 -0.12
C 0.809 -0.182 3.643 -0.60
S -0.325 -1.028 2.641 0.75
C 1.077 1.188 3.366 -0.22
N 0.431 1.757 2.299 0.08
H -0.750 4.667 1.589 0.09
H -1.144 3.152 0.754 0.07
H 0.284 4.099 0.271 0.04
H 1.470 4.906 2.662 0.12
H 2.806 3.881 4.494 0.11
H 3.263 1.851 5.904 0.10
H 2.818 -0.543 6.360 0.09
H 1.252 -1.814 4.925 0.09
O 1.211 -2.880 -0.896 0.08
C 0.044 -2.581 -0.750 -0.55
O -0.451 -1.580 -0.110 -0.21
C -1.021 -3.443 -1.412 -0.09
C -0.618 -4.568 -2.121 0.00
C -1.545 -5.359 -2.785 -0.06
C -2.890 -5.029 -2.752 -0.02
C -3.271 -3.904 -2.039 -0.14
C -2.366 -3.103 -1.365 0.07
N -4.700 -3.550 -2.010 -0.35
O -5.019 -2.513 -1.470 0.08
O -5.467 -4.239 -2.666 0.04
H 0.441 -4.790 -2.143 0.12
H -1.221 -6.232 -3.337 0.10
H -3.638 -5.618 -3.261 0.11
H -2.691 -2.230 -0.819 0.13
```

Copy entry 3 word for word.
One molecule with the formula C2H2BrN. Source: the Open Molecules 2025 dataset; level of theory: ωB97M-V with the def2-TZVPD basis set.

Summary:
DFT total energy = -73636.02737 eV
frontier orbital gap = 8.64 eV
E_HOMO = -8.139 eV
ΔE to the lowest compared entry with this formula, charge and spin = 206.99 kJ/mol

Geometry as XYZ:
```
6
Properties=species:S:1:pos:R:3:lowdin_charge:R:1
C 1.198 -0.623 -0.791 0.07
C -0.600 0.183 0.662 -0.64
N 0.358 -0.067 -0.126 -0.16
Br -2.395 0.202 0.042 0.64
H 1.879 -0.153 -1.474 0.03
H -0.440 0.459 1.688 0.06
```

What is the formula in the first record?
C4H7NO

ΔE to the lowest compared entry with this formula, charge and spin of number 8 (C25H16F6N4O10S3Ti)?
0.00 kJ/mol